The following is a DFT calculation (wB97M-V/def2-TZVPD) of a single C20H20N2O4 molecule.

Geometry as XYZ:
```
46
Properties=species:S:1:pos:R:3:forces:R:3
C -5.047 -1.243 1.396 -0.007 0.054 0.030
C -4.544 -0.794 0.258 0.177 0.056 -0.177
C -4.730 -1.486 -1.055 0.020 -0.013 0.097
H -3.768 -1.817 -1.444 0.032 -0.019 -0.089
H -5.381 -2.349 -0.949 -0.050 -0.062 -0.022
H -5.159 -0.797 -1.781 -0.028 0.014 -0.135
C -3.764 0.501 0.202 -0.336 0.142 0.345
H -4.428 1.296 -0.158 0.111 -0.103 0.087
O -2.700 0.507 -0.729 0.164 -0.075 -0.172
C -1.597 -0.245 -0.476 0.350 -0.103 -0.066
C -1.441 -1.110 0.601 -0.412 0.131 0.132
C -0.255 -1.804 0.750 0.199 0.129 -0.276
C 0.796 -1.665 -0.147 -0.099 -0.024 -0.199
C 0.619 -0.817 -1.252 -0.388 -0.100 0.145
C -0.563 -0.117 -1.402 -0.119 0.076 0.019
H -0.704 0.547 -2.243 -0.018 0.086 -0.105
O 1.617 -0.731 -2.165 0.071 -0.105 -0.068
H 1.384 -0.092 -2.848 -0.007 -0.031 0.114
C 2.062 -2.352 0.070 0.466 0.266 -0.082
N 2.139 -3.657 0.442 -0.003 0.303 -0.129
N 3.386 -4.076 0.614 0.260 -0.609 0.233
C 4.155 -3.031 0.382 -0.280 0.247 -0.078
C 3.382 -1.908 0.037 -0.541 -0.396 0.081
O 3.895 -0.688 -0.284 0.158 -0.206 -0.099
C 3.167 0.432 0.019 -0.166 0.667 0.101
C 2.341 0.531 1.135 0.270 -0.072 -0.061
C 1.645 1.695 1.378 -0.030 0.294 -0.117
C 1.765 2.792 0.526 -0.012 -0.132 0.078
C 2.616 2.704 -0.568 -0.194 0.300 0.062
C 3.309 1.532 -0.817 0.089 -0.506 0.197
H 3.966 1.455 -1.668 0.067 -0.025 -0.106
H 2.749 3.537 -1.241 -0.007 0.093 -0.036
O 1.019 3.888 0.857 0.014 -0.256 0.143
C 1.124 5.035 0.050 0.013 0.138 -0.096
H 2.148 5.424 0.034 -0.031 -0.018 -0.016
H 0.794 4.839 -0.975 0.027 0.004 0.024
H 0.467 5.775 0.503 0.059 -0.012 -0.075
H 0.997 1.779 2.236 -0.085 0.005 0.117
H 2.252 -0.300 1.818 -0.018 -0.075 0.020
H 5.221 -3.098 0.460 0.261 -0.045 0.031
H 1.369 -4.298 0.543 0.128 0.058 -0.043
H -0.132 -2.455 1.603 0.038 -0.031 0.109
H -2.231 -1.250 1.320 -0.066 0.006 0.049
H -3.403 0.779 1.200 -0.029 -0.015 -0.095
H -5.638 -2.142 1.437 -0.165 -0.178 -0.060
H -4.897 -0.728 2.331 0.116 0.145 0.191
```
Positions in Å, forces in eV/Å.

As for the multiplicity: 1. The calculation puts the HOMO energy at -0.2839 hartree. Its energy relative to the best compared isomer or geometry (same formula, charge and spin) is 339.8 kJ/mol. The calculation puts the calculated total energy at -1184.5372 Eh. The value obtained for the max |F| is 0.014 Eh/bohr. The SMILES is C=C(C)COc1ccc(-c2[nH]ncc2Oc2ccc(OC)cc2)c(O)c1. The calculation puts the LUMO energy at 0.6 eV.